# C42H108ClN8O17

A cluster of 9 separate species, C42H108ClN8O17 in total in a non-equilibrium geometry (the ωB97M-V functional and the def2-TZVPD basis, the OMol25 dataset).

E_LUMO	2.12	eV
energy relative to the best compared isomer or geometry (same formula, charge and spin)	0.00	kcal/mol
net charge	-1

Atoms and positions in Å:
Cl 0.130620 0.397738 1.226107
O -0.822776 -0.121776 2.197197
O -0.544312 1.460969 0.513121
O 1.344009 0.881416 1.825884
O 0.386974 -0.660084 0.261342
C -3.476877 -1.396071 -4.067976
O -2.824253 -0.588598 -3.119274
C -2.089382 0.467336 -3.698038
C -1.899526 1.662948 -2.715952
N -3.040862 2.121674 -1.909534
C -4.047154 2.772731 -2.735653
C -5.211955 3.133368 -1.891914
O -4.826431 4.032826 -0.908303
C -5.886906 4.493573 -0.160799
H -3.771744 -2.322737 -3.565663
H -2.770688 -1.717266 -4.848283
H -4.354498 -0.897625 -4.492003
H -2.699723 0.850298 -4.539311
H -1.107184 0.125061 -4.041957
H -1.391302 2.477875 -3.216976
H -1.221920 1.258038 -1.942505
H -3.477507 1.270489 -1.542123
H -4.402365 2.158881 -3.583501
H -3.624276 3.687857 -3.166784
H -5.616353 2.214131 -1.425593
H -6.062609 3.561331 -2.456319
H -5.497579 4.849506 0.789720
H -6.644157 3.719251 0.060458
H -6.434107 5.303944 -0.675532
C -0.409703 -3.997575 -5.668430
O 0.243071 -4.054438 -4.448886
C 0.170385 -2.830700 -3.700114
C 0.987747 -3.002888 -2.435837
N 2.418701 -2.785024 -2.673074
C 3.153237 -2.662357 -1.419755
C 4.606734 -2.849512 -1.673710
O 4.794263 -4.178577 -2.077722
C 6.058625 -4.417522 -2.705541
H -0.212458 -4.961029 -6.135182
H -0.047041 -3.178084 -6.297590
H -1.497861 -3.919799 -5.524588
H -0.872878 -2.614018 -3.412067
H 0.601639 -2.020504 -4.310975
H 0.841547 -4.056560 -2.138263
H 0.633076 -2.336042 -1.649426
H 2.769190 -3.550527 -3.240708
H 2.811125 -3.386787 -0.654937
H 2.891749 -1.692860 -0.972474
H 5.210112 -2.696201 -0.768508
H 4.936546 -2.161093 -2.470649
H 6.054310 -5.458584 -2.996584
H 6.912175 -4.136564 -2.066064
H 6.154251 -3.745150 -3.584933
C 4.042268 -5.711222 1.028050
O 2.715387 -5.278031 1.174662
C 2.680060 -4.159348 1.964090
C 1.316416 -3.638687 1.974946
N 0.379450 -4.448809 2.728592
C -0.932639 -3.874640 2.822190
C -1.690251 -3.727658 1.476787
O -1.396705 -4.784925 0.627839
C -2.151353 -4.686161 -0.523018
H 4.600595 -4.937873 0.464117
H 4.146663 -6.629856 0.466881
H 4.519422 -5.765847 2.018646
H 3.390804 -3.400290 1.609608
H 2.928833 -4.434138 3.001363
H 0.907418 -3.658350 0.938912
H 1.152910 -2.591046 2.242759
H 0.366893 -5.396115 2.378166
H -0.862859 -2.870574 3.252288
H -1.519417 -4.474527 3.524334
H -1.356775 -2.769554 1.046849
H -2.758089 -3.696056 1.748683
H -3.223577 -4.694024 -0.288077
H -1.861017 -5.521045 -1.152729
H -1.953846 -3.742452 -1.055467
C 2.381572 7.027568 -1.548158
O 2.055513 6.024353 -0.647175
C 2.990380 4.968230 -0.575980
C 2.285553 3.732211 -0.057762
N 1.569464 3.945747 1.175218
C 2.512382 4.151359 2.304698
C 1.776430 4.378262 3.598595
O 0.959013 5.519187 3.537436
C 0.338501 5.729083 4.760915
H 1.539115 7.712412 -1.571641
H 2.551079 6.597277 -2.548739
H 3.291237 7.585074 -1.267100
H 3.785380 5.258954 0.126974
H 3.371290 4.754711 -1.583362
H 3.045850 2.930404 0.039267
H 1.530446 3.457189 -0.792649
H 1.143270 3.040038 1.383229
H 3.135245 5.028001 2.096420
H 3.180333 3.268891 2.338928
H 2.570594 4.607293 4.353079
H 1.342418 3.449575 4.003671
H -0.362116 4.910010 4.985468
H -0.267981 6.633614 4.670263
H 1.019292 5.832324 5.618399
C 4.513251 -2.580743 -7.378537
O 4.693847 -1.578538 -6.415459
C 3.608035 -1.492862 -5.531339
C 3.699545 -0.223000 -4.721834
N 2.536248 -0.049429 -3.871065
C 2.719980 1.063150 -2.932558
C 2.799519 2.406973 -3.627477
O 4.113189 2.750183 -3.863347
C 4.201792 3.819030 -4.776678
H 4.131228 -3.499133 -6.891237
H 5.479617 -2.853449 -7.799861
H 3.825327 -2.263442 -8.172565
H 3.696164 -2.355268 -4.846938
H 2.652380 -1.629989 -6.062851
H 3.812605 0.634603 -5.398062
H 4.652436 -0.268439 -4.147273
H 2.335031 -0.943166 -3.371720
H 3.594181 0.876741 -2.279285
H 1.861979 1.092246 -2.251539
H 2.370026 3.151207 -2.942412
H 2.144439 2.376676 -4.506659
H 3.888794 3.499514 -5.783467
H 5.248428 4.111223 -4.821067
H 3.565686 4.656862 -4.461524
C -3.303357 1.108575 4.900291
C -2.915032 2.439616 4.250298
C -3.091106 3.566791 5.203010
O -4.472441 3.735014 5.509143
C -4.707340 4.990020 6.057248
N -1.462651 2.370673 3.850872
H -2.902869 0.254463 4.352114
H -4.367303 0.967710 5.090366
H -2.837202 1.095538 5.899201
H -3.522788 2.587421 3.341159
H -2.673746 4.499056 4.778369
H -2.550472 3.437239 6.157076
H -3.968775 5.243278 6.827987
H -5.696287 4.979894 6.516303
H -4.708236 5.747947 5.262897
H -1.365385 3.137151 3.182020
H -1.284259 1.498636 3.358036
C -4.664494 -1.115042 1.713452
C -4.627920 -1.339504 0.231631
C -5.935805 -1.070824 -0.434153
O -6.860577 -2.045449 -0.055971
C -8.001739 -2.068952 -0.900007
N -3.591000 -0.546856 -0.414670
H -4.862242 -0.065211 1.961263
H -3.761138 -1.416798 2.249807
H -5.486305 -1.695426 2.149151
H -4.386636 -2.405081 0.060391
H -5.710843 -1.148240 -1.515487
H -6.284601 -0.049612 -0.227259
H -8.586900 -1.142584 -0.796505
H -8.575787 -2.948999 -0.625192
H -7.706590 -2.149089 -1.960377
H -2.744579 -0.693681 0.134086
H -3.380344 -0.839212 -1.383760
C 3.956272 -1.737002 5.713322
C 3.048048 -1.317120 4.551456
C 1.602453 -1.542448 4.895756
O 1.355371 -1.021354 6.195868
C -0.033685 -1.036703 6.507360
N 3.349384 0.073755 4.183788
H 3.878941 -1.082308 6.588293
H 5.013306 -1.726722 5.428369
H 3.747426 -2.752071 6.073851
H 3.398205 -1.967991 3.741201
H 1.344533 -2.617599 4.928091
H 0.979700 -0.996405 4.167024
H -0.592394 -0.511018 5.718059
H -0.159864 -0.516463 7.450548
H -0.387483 -2.077971 6.570800
H 2.711553 0.361060 3.438474
H 3.132711 0.693719 4.965419

Cartesian forces, eV/Å:
-2.276 -0.297 -2.056
0.804 -0.153 0.610
0.652 0.296 0.393
0.170 -0.238 0.392
0.719 -0.040 0.504
0.488 -0.566 0.090
0.122 -0.150 0.121
-0.927 1.696 -0.460
0.492 -1.779 1.778
-0.144 -0.495 -1.674
0.483 0.137 -0.471
-1.292 -0.324 0.123
0.708 0.081 0.103
-0.975 0.299 0.491
-0.217 0.203 0.084
-0.223 0.264 -0.138
0.090 0.003 -0.114
0.422 -0.256 -0.158
-0.064 0.013 -0.109
-0.015 0.215 -0.195
0.181 0.382 -0.300
0.263 0.309 0.513
-0.042 0.001 0.057
0.058 -0.041 0.013
0.084 0.071 0.051
0.300 -0.064 -0.270
-0.024 0.183 0.031
0.301 -0.058 -0.040
0.150 -0.019 0.087
-0.380 -0.398 -0.138
0.494 0.473 0.985
0.101 -0.185 -0.036
0.201 -0.768 -0.406
-0.535 0.125 0.089
-0.971 -0.136 0.514
0.673 0.376 0.179
0.680 -0.878 -0.645
-0.642 1.313 -0.022
-0.025 0.078 -0.335
-0.053 0.028 -0.082
0.025 0.207 -0.142
0.144 0.012 -0.310
-0.353 0.017 0.124
-0.253 0.309 0.389
0.059 0.054 0.011
0.084 -0.040 0.303
0.154 -0.108 -0.347
0.395 0.045 -0.168
-0.080 0.395 -0.029
0.061 -0.022 0.161
0.267 -0.134 -0.031
-0.249 -0.427 0.160
-0.094 -0.495 0.100
0.773 1.088 0.037
0.153 -1.697 -1.110
0.587 0.915 1.385
-2.949 0.577 -1.690
0.744 -0.095 1.201
-0.438 -0.306 -0.253
0.525 0.890 1.571
0.292 -0.426 0.519
-0.249 0.147 -0.772
-0.046 -0.252 0.102
-0.436 -0.297 0.089
0.006 -0.387 -0.143
0.043 0.055 0.004
0.350 0.121 0.040
0.748 0.254 -0.066
0.639 -0.047 0.421
-0.163 0.041 -0.159
0.056 -0.017 0.022
-0.019 -0.075 -0.110
-0.370 -0.083 -0.274
-0.005 0.160 -0.447
-0.060 -0.215 -0.138
-0.231 -0.084 -0.230
0.071 -0.041 -0.023
0.366 -0.009 -0.253
-0.322 -0.201 0.228
-0.346 0.212 0.356
-0.009 0.016 -0.263
0.515 -0.280 1.135
-0.563 -0.058 -1.250
1.928 -0.074 1.004
0.047 -0.484 -0.284
-1.144 0.097 0.371
-0.025 0.120 -0.120
-0.059 0.204 -0.029
-0.086 -0.068 0.039
0.251 -0.044 -0.446
0.342 0.005 0.150
-0.119 0.014 -0.223
0.058 -0.293 -0.157
-0.330 0.405 -0.152
-0.143 -0.045 0.042
-0.011 0.242 0.546
-0.184 -0.167 -0.195
-0.792 0.334 -0.439
0.194 -0.027 0.093
0.164 0.059 0.052
0.208 0.015 -0.207
-0.041 -0.599 0.435
0.497 0.441 -0.600
-0.156 -0.924 0.545
0.317 0.077 -0.012
-0.222 -0.205 0.182
-0.425 -0.814 0.279
-1.161 -0.358 1.396
1.044 0.372 -0.890
0.115 -0.232 -0.075
-0.090 0.214 -0.266
0.053 0.265 -0.120
0.009 -0.086 0.059
-0.264 0.162 -0.069
0.041 0.425 0.044
-0.103 -0.113 0.065
-0.247 0.051 -0.094
0.469 0.839 -0.365
0.037 0.427 -0.229
-0.039 -0.135 -0.148
-0.143 0.133 -0.098
0.312 -0.003 -0.309
-0.040 0.067 0.127
-0.024 0.187 0.020
0.143 0.051 -0.021
0.441 0.093 0.783
0.892 -1.618 -0.840
-0.115 1.112 0.446
0.301 -0.459 -0.246
-0.399 0.328 0.056
-1.199 0.810 0.494
-0.138 0.062 -0.166
-0.068 0.194 -0.340
0.035 -0.143 -0.215
-0.092 0.175 0.366
-0.259 -0.144 -0.136
0.088 -0.366 -0.277
0.004 0.085 -0.040
-0.012 0.005 0.019
0.156 0.168 0.175
0.479 -0.384 -0.017
-0.109 0.177 -0.076
-0.513 0.192 0.937
1.095 -0.851 -0.173
0.319 0.172 -0.831
-0.796 -0.301 -0.251
0.548 0.243 0.037
0.295 0.040 0.096
0.138 -0.025 -0.149
0.137 0.060 -0.308
0.069 0.025 -0.092
-0.420 -0.042 0.140
-0.394 0.130 0.022
-0.081 -0.017 0.039
-0.064 -0.226 0.079
-0.196 0.092 0.036
-0.001 -0.054 0.203
0.107 0.412 -0.227
-0.252 0.062 0.931
0.455 -0.073 0.547
1.317 0.125 0.617
-0.584 -0.256 0.239
-0.326 0.297 0.116
0.551 -0.080 -0.672
-0.259 0.070 -0.116
-0.234 0.022 -0.213
-0.161 0.090 -0.233
-0.189 0.119 -0.186
-0.637 0.190 -0.285
0.026 0.175 -0.396
-0.075 -0.352 0.042
-0.049 -0.088 0.205
-0.060 -0.045 0.136
-0.087 0.200 0.085
0.236 -0.075 0.072
0.049 -0.292 -0.046